No. 1
Computed, not measured: C28H33CuGeO4PS5 as an isolated structure, with the ωB97M-V functional and the def2-TZVPD basis.

```
73
C28H33CuGeO4PS5, DFT the ωB97M-V functional and the def2-TZVPD basis
Cu -0.2184 1.3325 1.1057
S -1.1974 4.3599 4.2465
C -0.8069 3.2627 3.0618
S 0.5091 2.1457 3.1329
S -1.6848 3.0472 1.5875
O 2.3018 -0.7250 -1.2022
C 1.5952 0.2440 -0.8611
O 1.5260 0.7072 0.3152
C 0.8309 0.9448 -1.9798
C 0.3753 -0.0257 -3.0567
Ge 1.6646 -1.4062 -3.5793
C 3.5358 -0.9629 -4.0668
C 4.5261 -0.7846 -3.0955
C 5.8447 -0.5403 -3.4565
C 6.2076 -0.4632 -4.7944
C 5.2397 -0.6391 -5.7711
C 3.9216 -0.8914 -5.4069
C 1.6419 -3.1045 -2.6060
C 0.7287 -3.3191 -1.5754
C 0.6838 -4.5328 -0.9045
C 1.5649 -5.5517 -1.2453
C 2.4931 -5.3459 -2.2558
C 2.5270 -4.1299 -2.9294
C 0.9156 -1.9446 -5.3743
C 0.6891 -3.2761 -5.7265
C 0.1748 -3.6267 -6.9700
C -0.1304 -2.6447 -7.9010
C 0.0774 -1.3118 -7.5736
C 0.5896 -0.9756 -6.3273
H 1.5238 1.6871 -2.3929
H -0.0190 1.4911 -1.5663
H 0.0610 0.5080 -3.9551
H -0.5117 -0.5650 -2.7063
H 4.2457 -0.8323 -2.0520
H 6.5929 -0.4055 -2.6836
H 7.2373 -0.2689 -5.0725
H 5.5073 -0.5848 -6.8206
H 3.1850 -1.0422 -6.1865
H 0.0674 -2.5181 -1.2633
H -0.0313 -4.6739 -0.1022
H 1.5366 -6.4971 -0.7156
H 3.1953 -6.1299 -2.5173
H 3.2622 -3.9774 -3.7144
H 0.9083 -4.0604 -5.0111
H 0.0064 -4.6709 -7.2093
H -0.5350 -2.9139 -8.8698
H -0.1667 -0.5325 -8.2868
H 0.7397 0.0744 -6.0952
C -3.3218 -0.0604 2.9712
C -4.3130 0.7297 2.1385
C -5.7296 0.1893 2.2555
O -3.9855 0.8463 0.7375
P -3.2839 -0.1743 -0.2597
S -3.5723 0.4708 -2.0785
S -1.3726 -0.5696 0.2560
O -4.1589 -1.5018 0.0920
C -3.9374 -2.8567 -0.3308
C -3.3108 -2.9924 -1.7077
C -3.1497 -3.6031 0.7357
H -3.6593 -0.0331 4.0107
H -2.3271 0.3785 2.9222
H -3.2632 -1.0997 2.6467
H -4.2861 1.7666 2.4776
H -5.7675 -0.8513 1.9317
H -6.4074 0.7721 1.6307
H -6.0638 0.2538 3.2940
H -4.9491 -3.2741 -0.3735
H -2.3026 -2.5793 -1.7214
H -3.8965 -2.4694 -2.4606
H -3.2526 -4.0540 -1.9616
H -2.1449 -3.1893 0.8180
H -3.0833 -4.6630 0.4759
H -3.6409 -3.5103 1.7058
```

## Properties
expectation value of S² = 0.756
multiplicity = 2
frontier orbital gap (alpha / beta) = 6.30 / 6.75 eV
highest occupied orbital energy (alpha / beta) = -2.134 / -2.589 eV
LUMO level (alpha / beta) = 4.164 / 4.164 eV
net charge = -2

=====

No. 2
Computed, not measured: C28H33EuN2O as an isolated structure, with the ωB97M-V functional and the def2-TZVPD basis.

```
65
C28H33EuN2O, DFT the ωB97M-V functional and the def2-TZVPD basis
C 2.2583 0.1266 1.9574
C 2.2099 -0.6995 0.8080
C 1.9654 0.1220 -0.3222
H 2.4420 -1.7681 0.7714
C 1.8710 1.4774 0.1270
C 2.0468 1.4799 1.5486
H 1.7850 2.3532 -0.5188
C -1.4197 -2.6907 2.1132
C -0.1327 -2.9816 1.5749
C -0.2366 -2.9866 0.1658
H 0.7882 -3.1708 2.1446
C -1.5998 -2.7014 -0.1975
C -2.3184 -2.5293 1.0238
H 2.0032 -0.2007 -1.3668
H 2.0613 2.3596 2.1928
H 2.5297 -0.2004 2.9603
H -3.3714 -2.2828 1.0851
H 0.5867 -3.1220 -0.5416
H -1.6564 -2.6093 3.1771
Eu -0.3395 0.6647 1.1558
C -1.9685 -1.9638 -1.4913
C -3.4569 -1.8855 -1.7575
C -1.2019 -2.5260 -2.6754
H -3.8875 -2.8874 -1.7112
H -3.6328 -1.4881 -2.7570
H -3.9658 -1.2273 -1.0533
H -1.4210 -3.6000 -2.7699
H -0.1124 -2.4003 -2.5710
H -1.5190 -2.0319 -3.6053
C -1.4091 -0.5402 -1.0652
C -1.3775 0.8835 -1.5745
H -0.3200 -0.7640 -0.9244
H -1.9837 -0.3994 -0.1016
O -1.0948 1.7441 -0.6254
N -1.3479 1.2652 -2.8741
C -0.2795 2.2486 -3.2881
H -2.2606 1.4175 -3.3120
C 1.0235 1.5725 -3.6597
C 2.2338 2.2608 -3.4680
H 2.1969 3.2752 -3.0648
C 3.4629 1.6884 -3.8124
H 4.3846 2.2622 -3.6704
C 3.5077 0.4099 -4.3786
H 4.4644 -0.0213 -4.6940
C 2.3118 -0.2956 -4.5587
H 2.3354 -1.2874 -5.0197
C 1.0748 0.2767 -4.1954
H 0.1501 -0.2822 -4.3720
H -0.0767 2.9595 -2.4673
H -0.6843 2.8328 -4.1318
C 0.6614 -1.0870 4.9266
C 0.0519 0.2462 4.7733
C -0.2148 1.1755 5.8064
C -0.8109 2.3009 5.1960
C -0.8849 2.0258 3.8053
C -1.4650 2.9211 2.7623
N -0.3854 0.7607 3.5726
H 1.5527 -0.9773 5.5707
H 0.9665 -1.5530 3.9746
H -0.0618 -1.7630 5.4176
H 0.0239 0.9759 6.8456
H -1.1677 3.2303 5.6228
H -2.5279 2.6509 2.5729
H -1.4169 3.9463 3.1706
H -0.9404 3.0101 1.7738
```

## Properties
expectation value of S² = 15.762
multiplicity = 8
frontier orbital gap (alpha / beta) = 5.71 / 5.73 eV
highest occupied orbital energy (alpha / beta) = -3.543 / -3.553 eV
LUMO level (alpha / beta) = 2.167 / 2.174 eV
net charge = -1

=====

No. 3
Computed, not measured: C28H33MnN9O4 as an isolated structure, with the ωB97M-V functional and the def2-TZVPD basis.

```
75
C28H33MnN9O4, DFT the ωB97M-V functional and the def2-TZVPD basis
Mn 0.4655 -0.8779 -0.1231
C -3.7784 -1.7063 1.3253
C -3.5887 -2.5872 2.4113
C -2.2959 -3.0948 2.6469
C -1.2361 -2.6609 1.8475
N -1.4251 -1.7933 0.8117
C -2.6767 -1.3738 0.5518
C 0.1488 -3.0628 2.0431
C 0.5089 -3.9964 3.0224
C 1.8516 -4.3865 3.1016
C 2.7873 -3.8064 2.2522
C 2.3555 -2.8653 1.3206
N 1.0588 -2.4909 1.2201
C 3.2677 -2.1525 0.4497
C 4.6462 -2.3887 0.4663
C 5.4904 -1.6300 -0.3581
C 4.9249 -0.6333 -1.1656
C 3.5505 -0.4298 -1.0806
N 2.7413 -1.1566 -0.3048
H -4.7500 -1.2737 1.0774
H -4.4178 -2.8784 3.0546
H -2.0850 -3.7783 3.4840
H -2.7929 -0.7441 -0.3247
H -0.2416 -4.3871 3.7068
H 2.1764 -5.0989 3.8616
H 3.8496 -4.0593 2.3147
H 5.0526 -3.1572 1.1302
H 6.5664 -1.7869 -0.3487
H 5.5033 -0.0142 -1.8715
H 3.0661 0.3416 -1.6661
N -0.7810 -1.3276 -2.1823
C -1.3159 -0.0913 -2.7878
C -1.3787 -0.1598 -4.3427
C -1.9192 1.0400 -5.1540
C -3.3326 1.5614 -4.8424
N -3.2981 2.3934 -3.6425
C -4.2235 3.2851 -3.2782
N -5.3944 3.4094 -3.9198
N -3.9604 4.0937 -2.2365
C -0.4965 1.0980 -2.1888
O -0.9721 2.2506 -2.3273
O 0.5464 0.8261 -1.5083
H 0.0410 -1.6379 -2.7080
H -1.4758 -2.0882 -2.1925
H -2.3356 0.0401 -2.4210
H -1.9324 -1.0668 -4.6056
H -0.3457 -0.3105 -4.6862
H -1.9153 0.7237 -6.2009
H -1.2415 1.8793 -5.0707
H -4.0740 0.7636 -4.7163
H -3.6706 2.1343 -5.7050
H -2.4077 2.3325 -3.0735
H -5.6794 2.7689 -4.6541
H -6.0661 4.0966 -3.6150
H -3.0693 4.0339 -1.7721
H -4.6448 4.7763 -1.9256
O 4.5026 0.9206 2.0784
C 4.2275 2.1436 2.7236
N 3.6605 2.0380 4.0320
C 2.3633 1.7755 4.4661
O 2.1442 1.6484 5.6591
C 1.2895 1.6965 3.4192
C 0.0547 2.3094 3.6912
C -0.9855 2.1960 2.7697
C -0.8023 1.4600 1.5873
N 0.3133 0.7295 1.4080
C 1.3673 0.9294 2.2548
H 4.7555 0.3087 2.7745
H 3.5831 2.7074 2.0320
H 5.1740 2.6849 2.8183
H 4.2691 2.2433 4.8033
H -0.0586 2.8455 4.6243
H -1.9769 2.6185 2.9880
H -1.5638 1.4278 0.7985
H 2.3018 0.4217 1.9722
```

## Properties
expectation value of S² = 8.753
multiplicity = 6
frontier orbital gap (alpha / beta) = 8.16 / 8.20 eV
highest occupied orbital energy (alpha / beta) = -13.630 / -13.825 eV
LUMO level (alpha / beta) = -5.472 / -5.625 eV
net charge = +2

=====

Energy, record by record: -202389.6030 -53927.0860 -82485.4429 eV
Strongest force on any atom, record by record: 0.16 5.43 2.10 eV Å⁻¹
Energy relative to the best compared isomer or geometry (same formula, charge and spin), record by record: 1.71 248.07 0.00 kJ/mol